[1]
Below is a gas-phase ion, C4H12N2O (charge +1), with properties calculated with ωB97M-V/def2-TZVPD.

Structure (XYZ):
```
19
Properties=species:S:1:pos:R:3:forces:R:3
C 0.406 -0.921 -0.122 0.4006 -0.0585 -1.4105
O 0.222 -0.320 1.137 0.8140 0.5579 0.9000
C 1.663 -0.346 -0.811 -0.0743 -0.2524 0.5868
N 2.049 -1.208 -1.908 -0.3846 0.2161 -0.0545
H 0.545 -1.988 0.065 -0.0710 0.0618 0.1110
H -0.427 -0.805 -0.822 -0.1903 -0.1166 0.2825
H 1.408 0.655 -1.167 0.1386 0.0433 -0.2292
H 2.453 -0.231 -0.061 -0.0960 0.0963 0.1529
H 2.647 -0.720 -2.558 0.0337 -0.0667 -0.0797
H 2.546 -2.017 -1.562 0.0875 -0.0640 -0.0656
C -2.402 0.808 -0.132 0.0038 0.0366 0.1205
C -0.654 0.623 1.659 -0.9699 -0.4836 0.3415
N -1.260 1.374 0.577 0.6382 -1.4689 -1.1423
H -2.210 0.748 -1.203 0.0883 0.2921 0.0188
H -3.300 1.412 0.028 -0.0014 0.0559 0.0967
H -2.579 -0.202 0.237 -0.1533 0.0786 0.2010
H -1.421 0.077 2.213 -0.2088 0.4057 0.0490
H -0.119 1.304 2.320 0.1673 -0.0462 -0.0542
H -0.516 1.666 -0.064 -0.2223 0.7126 0.1752
```
Positions in Å, forces in eV/Å.

Properties
multiplicity: 2
HOMO-LUMO gap (spin up / spin down): 0.3662 / 0.1673 Eh
net charge: +1
LUMO level (spin up / spin down): -0.11162 / -0.31008 hartree
⟨S²⟩: 0.756

[2]
Below is a gas-phase ion, C4H12N2O (charge +1), with properties calculated with ωB97M-V/def2-TZVPD.

Structure (XYZ):
```
19
Properties=species:S:1:pos:R:3:forces:R:3
N -2.116 0.931 -1.265 0.1736 0.3257 -0.1642
C -1.691 -0.427 -1.097 0.2452 -1.3948 -0.2765
C -1.213 -0.695 0.351 -0.9982 -0.5324 -0.6826
N 0.141 -1.130 0.395 0.8008 1.8989 0.0251
C 1.105 -0.538 1.310 -0.2784 -1.8340 -0.3813
C 2.116 0.305 0.548 0.3810 0.9828 -0.2199
O 1.519 1.450 -0.025 -0.3978 -0.2704 0.0005
H -1.733 1.576 -0.588 0.0341 -0.0327 0.0165
H -1.940 1.307 -2.186 -0.1569 -0.1006 -0.0603
H -0.912 -0.830 -1.769 0.3718 0.7729 -0.1268
H -2.462 -1.164 -1.353 -0.4692 0.4956 0.3400
H -1.364 0.183 0.974 0.1853 -0.0927 0.3115
H -1.851 -1.507 0.738 0.1790 0.0934 0.2703
H 0.594 -1.398 -0.485 -0.4833 -0.6349 0.1604
H 0.599 0.013 2.086 -0.1140 0.0540 0.2278
H 1.594 -1.457 1.687 0.3284 0.5405 0.4104
H 2.814 0.689 1.296 0.0299 -0.1530 -0.0774
H 2.695 -0.247 -0.199 -0.1360 -0.2755 0.1312
H 0.984 1.210 -0.797 0.3046 0.1574 0.0953
```
Positions in Å, forces in eV/Å.

Properties
multiplicity: 2
HOMO-LUMO gap (spin up / spin down): 0.3817 / 0.2106 Eh
net charge: +1
LUMO level (spin up / spin down): -0.11712 / -0.28727 hartree
⟨S²⟩: 0.754

Energy above the lowest of the compared OMol25 structures with the same formula, charge and spin: 201.28, 139.51 (kJ/mol)